[1]
A structure of composition C17H35AsCl2N2O4RuSi3 at a distorted geometry. Source: the Open Molecules 2025 dataset; level of theory: ωB97M-V/def2-TZVPD.

XYZ file:
```
65
Properties=species:S:1:pos:R:3:lowdin_charge:R:1
H 3.8827 -3.9233 -1.1334 0.036
H 0.2559 -4.2698 1.0938 0.021
O 1.0493 2.7358 -1.5989 -0.057
Si -0.7467 -1.3446 -2.0462 0.401
C 0.4588 -3.7115 2.0037 -0.198
H -6.0095 2.6244 -1.5072 0.116
N -5.7023 2.3729 -0.5847 0.156
H 1.6127 2.5523 4.2915 0.039
O 2.9170 1.9701 0.3032 -0.078
C -2.0853 2.5848 -0.9206 -0.146
C -2.5781 2.1140 1.2651 -0.166
H 0.5584 -0.3446 -3.9656 0.022
H 0.5184 0.3145 2.8671 -0.034
H -4.6346 2.0025 1.8294 0.118
H 2.7303 -1.3708 -3.2714 0.021
H 5.1504 -1.1132 0.3317 0.038
C 0.9230 3.3140 3.9329 -0.941
Ru 0.5002 1.4667 0.2950 0.878
C -3.9315 2.1570 1.0257 0.001
H 2.1886 -3.9063 -1.5733 0.010
H 1.8969 -0.7810 2.9948 0.021
As 0.7238 -0.8161 -0.1867 0.742
Si 2.9564 -1.6288 -0.7744 0.421
N -1.6554 2.3026 0.3151 -0.095
H 0.4157 -3.2809 -3.1776 0.021
H -1.3154 2.7755 -1.6614 0.101
Si -0.0470 -1.8782 1.8386 0.389
C -3.4137 2.6303 -1.2622 -0.001
H -2.2033 1.9124 2.2618 0.105
H -0.4241 -3.8286 -1.7308 0.019
H -0.0699 3.2172 4.3697 0.038
H -3.2159 -0.9573 -2.3229 0.037
O 4.1706 3.4503 -0.8843 0.199
H -3.7049 2.8357 -2.2785 0.120
H 3.9199 0.0253 0.8285 -0.001
H -2.2365 -1.5419 3.0185 0.035
H -1.3182 -3.4981 -3.2020 0.032
Cl 0.7578 3.1480 2.1732 0.606
C 1.6598 3.6225 -1.0091 -0.605
H 1.5154 -3.8093 2.2360 0.024
H -0.0944 -4.1785 2.8105 0.032
H -2.5014 -2.4127 1.5261 0.026
H -2.9228 -1.8916 -0.8745 0.021
H 3.9665 -1.5991 1.5300 0.024
H -6.3921 2.2866 0.1404 0.116
H 4.3327 -0.8893 -2.7517 0.037
C -4.3931 2.4007 -0.2807 -0.308
C 3.2798 -0.8542 -2.4875 -0.197
C -1.9360 -1.6044 1.9774 -0.202
C 0.8156 -0.7173 3.0933 -0.234
H -2.2207 -0.6747 1.4884 -0.012
C 4.1068 -1.0257 0.6168 -0.199
C 3.2262 2.9006 -0.4278 -0.557
Cl 1.5810 4.9108 4.3310 0.573
C 2.9087 -3.5406 -0.8476 -0.192
C -2.5515 -1.0655 -1.4716 -0.200
C -0.4889 -3.1623 -2.5883 -0.202
H -2.6265 -0.1557 -0.8812 -0.010
H 0.0448 0.8847 -2.8199 -0.015
H 2.6633 -3.9705 0.1185 0.007
H 2.9813 0.1938 -2.4926 0.021
O 1.5467 4.7616 -0.6834 0.165
H 0.5606 -0.9302 4.1265 0.035
C -0.2674 -0.0240 -3.3386 -0.206
H -1.0912 0.2341 -3.9970 0.034
```

Its spin multiplicity is 6. The expectation value of S² is 8.76. The value obtained for the total energy is -5198.59771 hartree. As for the orbital gap (spin up / spin down): 8.9 / 7.7 eV. The value obtained for the HOMO energy (spin up / spin down) is -0.39914 / -0.44055 Eh. The charge is +1. As for the energy relative to the best compared isomer or geometry (same formula, charge and spin): 12.84 kcal/mol.

[2]
A structure of composition C3H9BrSSi at a distorted geometry. Source: the Open Molecules 2025 dataset; level of theory: ωB97M-V/def2-TZVPD.

XYZ file:
```
15
Properties=species:S:1:pos:R:3:lowdin_charge:R:1
H -0.5654 1.5953 -1.3514 0.023
C -1.4190 -1.2615 -0.3676 -0.185
H -0.1092 0.1363 -2.2508 0.038
H -1.1191 -1.7301 -1.2823 0.010
H -0.8226 0.0512 2.4007 0.084
H 1.2923 1.1943 -1.5302 0.037
H -1.4130 -1.9219 0.4581 0.002
Si 0.1113 -0.1010 0.0109 0.047
Br 3.7907 0.5709 0.2338 -0.009
C 0.1919 0.8684 -1.4996 -0.238
C -0.0466 0.6294 1.7001 -0.229
H -2.2963 -0.6486 -0.4537 0.032
H -0.2787 1.6784 1.8404 0.018
S 1.7355 -1.4813 -0.1028 0.349
H 0.9482 0.4202 2.1945 0.022
```

Its spin multiplicity is 1. The value obtained for the total energy is -3381.35972 hartree. As for the orbital gap (spin up / spin down): 6.6 / 6.7 eV. The value obtained for the HOMO energy (spin up / spin down) is -0.36366 / -0.36251 Eh. The charge is 0. As for the energy relative to the best compared isomer or geometry (same formula, charge and spin): 73.50 kcal/mol.

[3]
The molecule C3H7NOSi at a distorted geometry. Source: the Open Molecules 2025 dataset; level of theory: ωB97M-V/def2-TZVPD.

XYZ file:
```
13
Properties=species:S:1:pos:R:3:lowdin_charge:R:1
H -1.0766 -2.0295 -0.5095 0.102
H -1.0119 -1.5275 1.2771 0.088
C -2.2208 0.4380 -0.1199 -0.161
H 2.1851 1.5412 -1.2506 -0.071
C -0.5773 -1.4223 0.2775 -0.021
H 0.4986 -1.4480 0.4852 0.055
H 2.7908 -0.0978 0.2519 -0.081
Si 1.8100 0.9799 0.0437 0.511
N -3.3013 0.8117 -0.0455 0.171
H -0.7125 -0.0748 -1.3734 0.097
C -0.8376 -0.0035 -0.3705 -0.306
H 2.2409 1.8574 1.1770 -0.056
O 0.2126 0.9752 0.1570 -0.330
```

Its spin multiplicity is 1. The value obtained for the total energy is -537.95218 hartree. As for the orbital gap: 11.7 eV. The value obtained for the HOMO energy is -0.40896 Eh. The charge is 0. As for the energy relative to the best compared isomer or geometry (same formula, charge and spin): 28.31 kcal/mol. Its SMILES is C[C@@H](C#N)O[SiH3].

[4]
A cluster of 12 separate species, C42H101N11O9 in total at a distorted geometry. Source: the Open Molecules 2025 dataset; level of theory: ωB97M-V/def2-TZVPD.

XYZ file:
```
163
Properties=species:S:1:pos:R:3:lowdin_charge:R:1
H 1.3767 -5.9939 -3.7866 0.070
C -1.8900 -0.9110 5.7937 -0.139
H -8.3646 -7.2408 7.3505 0.097
H -1.1886 1.3868 4.9798 0.092
H -6.7968 -6.4986 7.8015 0.081
O 10.1114 -0.1564 -3.5668 0.032
H 2.0926 -7.9425 8.6595 0.112
C -0.0130 -9.4526 -1.8831 -0.293
C 0.9368 -7.0865 10.8023 -0.011
H 4.9451 1.7322 -9.1306 0.069
H 0.1828 8.7927 -2.5394 0.076
O -7.3102 -7.5484 4.8584 0.029
H -6.1765 4.0166 10.8588 0.073
C 4.4729 7.6118 -2.6254 -0.106
H 1.1792 0.8407 1.6646 0.055
N -7.3360 2.7000 9.0978 0.163
H -7.3226 3.6994 8.9527 0.109
C -0.7479 -9.7330 -3.1281 -0.104
C 1.3337 8.6577 -4.3822 -0.285
H -2.3804 -1.6717 6.4012 0.083
O -6.6039 -2.0032 -2.5274 0.002
H -6.4464 2.8384 12.1342 0.087
H -8.1016 -3.4864 -3.7134 0.072
H -5.8661 -2.8792 -0.4436 0.124
H -6.4816 10.9605 6.7021 0.111
H -9.0717 6.6483 1.2955 0.069
C 4.6633 -0.2012 9.7846 -0.030
H 3.4673 0.6593 -13.8631 0.106
H 4.5460 6.9300 -1.7781 0.065
H 1.2310 -7.6782 -4.4712 0.075
H -4.3298 11.3241 4.4383 0.090
H 4.4622 0.2634 -8.3771 0.066
C 3.2166 7.4111 -3.4613 -0.246
C -7.0006 2.1988 10.2558 -0.657
H -8.3646 -4.7789 -2.5193 0.068
C 3.1668 10.8105 -5.2255 -0.114
H 10.8516 -3.2188 -4.8232 0.126
H -1.8006 -10.0061 -3.0556 0.082
H 3.2152 -9.0865 -1.1007 0.116
H 1.8797 -6.5455 10.7214 0.070
C -4.3377 11.4224 5.5239 -0.031
N -10.2809 8.2151 -0.3749 0.131
C 4.0613 -1.2579 -13.1704 -0.093
H -0.6675 -0.2964 1.8653 0.075
H 5.5609 0.3646 10.0343 0.090
H 4.0100 11.5012 -5.2249 0.072
H 2.2995 11.2242 -4.7109 0.068
C 10.6462 -0.8654 -4.5966 -0.429
N 4.3332 -1.5915 7.7679 0.150
C -8.7267 6.6298 0.2617 -0.016
H -0.1496 -10.4183 -3.7285 0.082
H -10.7295 8.7777 -1.0837 0.116
H 9.6556 -0.6483 -1.5730 0.126
C 2.1532 -10.7365 -0.3573 -0.116
C 1.5966 -7.5909 -2.3596 -0.236
H -5.8171 -9.1313 5.7329 0.125
N -5.7451 10.3027 6.9140 0.153
C -7.6160 -4.1422 -2.9908 -0.009
C 0.0085 -0.7501 2.5901 -0.232
H 1.3303 8.0247 -5.2695 0.113
H 9.5301 -3.1680 -2.5150 0.121
H 5.0377 0.6103 -13.2093 0.112
N 2.6696 8.7554 -3.8709 -0.164
H -5.4545 -8.2254 7.1655 0.112
N 1.3676 -9.0431 -2.0598 -0.161
C 0.9905 -7.0039 -3.6492 -0.096
O -7.3758 1.0894 10.6243 0.020
H 3.5705 -0.9379 7.6625 0.091
C 2.1771 -9.3111 -0.8557 -0.283
C 3.1491 2.0617 -11.8413 -0.264
C -6.9497 -7.5173 6.0116 -0.700
H -1.2515 -2.2372 4.4222 0.119
H 4.5531 9.5473 -4.4305 0.097
H -5.0695 2.5164 11.0791 0.094
H 2.5310 6.8821 -2.7993 0.087
H -0.1095 -10.3304 -1.2442 0.102
H 0.6906 -8.7173 7.9093 0.118
H -0.5859 -8.6998 -1.3416 0.118
H 2.9929 2.5547 -10.8818 0.098
H -6.4961 -4.5163 -0.6254 0.120
N 3.4004 0.6206 -11.7659 -0.176
C 10.2171 -2.4107 -2.8928 -0.178
C -6.0620 2.9651 11.1221 -0.009
H -0.6989 -8.9204 -3.8530 0.045
H 0.0159 -1.8289 2.4348 0.104
H -7.8830 -5.7169 6.4904 0.094
C 4.0318 0.2275 -13.0367 -0.304
C 5.1097 -1.2768 8.8745 -0.607
H 3.8293 -0.7671 -10.3580 0.104
H 0.8923 9.6176 -4.6504 0.104
H -1.5168 1.2969 2.0049 0.054
O -0.5641 -8.6398 9.8914 0.053
H 4.5069 -1.6446 -12.2538 0.059
H 2.3428 -11.3690 -1.2245 0.081
H 3.7895 8.8242 -5.8051 0.114
H -2.0711 2.4651 2.9625 0.078
H 2.2110 2.5712 -13.7734 0.059
C -1.5546 -1.1903 4.4405 -0.319
C 0.3719 -7.9336 9.6719 -0.662
N -6.3133 -3.5955 -0.9978 0.164
H 5.3204 7.4678 -3.2956 0.065
H 2.9625 -10.8154 0.3686 0.073
H -10.5105 8.3794 0.5948 0.110
H -6.9321 -4.7324 -3.6007 0.075
C -4.7197 10.1225 6.1068 -0.623
C -9.0500 7.8536 -0.6441 -0.592
H 3.9280 0.5218 9.4315 0.071
H 2.6883 10.9576 -6.1938 0.067
H -8.0046 2.1427 8.5853 0.121
C -6.8397 -3.1362 -2.0811 -0.615
O -8.3858 8.2930 -1.5987 0.027
C 4.2253 0.2234 -10.5817 -0.232
H 1.8088 -8.8125 0.0410 0.112
C -0.7515 1.0799 4.0296 -0.227
O 6.1376 -1.8435 9.1670 0.039
H 3.1764 1.2247 -9.0214 0.069
H 0.6021 7.0544 -3.0216 0.057
H -0.9648 -0.8613 6.3679 0.088
H 0.9450 -7.7201 11.6892 0.085
O 10.9724 -0.3615 -5.6511 0.105
H 1.4906 3.2696 -12.2773 0.061
H -5.0485 12.2077 5.7812 0.069
H -2.7783 0.8478 2.9792 0.076
H 9.3533 -2.4874 -4.8509 0.128
C 10.3236 -2.3823 -4.3656 -0.089
O -3.9305 9.1706 5.9616 0.019
C 1.3710 -0.1813 1.9915 -0.081
H 1.4235 -6.9642 -1.4848 0.108
H 3.9541 2.6128 -12.3274 0.105
H -0.6517 7.9998 -3.7324 0.066
C 9.6067 -1.0369 -2.5902 -0.188
H -6.0030 9.5678 7.5570 0.115
C 0.3610 8.0699 -3.3356 -0.088
H 1.6109 -0.7647 1.1026 0.062
H 1.2822 -11.1225 0.1723 0.065
H 11.2064 -2.4000 -2.4354 0.124
C 3.5826 9.4042 -4.9057 -0.234
H -9.1445 5.7655 -0.2546 0.083
N 1.0967 -8.0986 8.5966 0.156
H 4.1459 -0.5327 10.6849 0.089
H 8.5235 -1.1067 -2.6895 0.120
C -7.5418 -6.6101 7.0137 0.004
H 0.2390 -6.2748 11.0080 0.079
H 4.7820 -1.4945 -13.9532 0.078
H 2.6648 -7.5634 -2.5747 0.104
H 0.0917 1.7612 3.9159 0.113
H 3.4255 6.6958 -4.2568 0.112
H 2.2813 -0.1571 2.5905 0.061
H -7.6405 6.5408 0.2790 0.073
H 3.0197 -1.5612 -13.2752 0.085
H -2.4670 -1.0857 3.8534 0.109
H -2.4417 0.0261 5.8683 0.076
N -0.3719 -0.3877 4.0008 -0.130
C -1.8418 1.4023 3.0399 -0.117
C 4.2103 0.9303 -9.2016 -0.090
H -0.0943 -6.9279 -3.7222 0.056
H 4.5446 -2.3996 7.2002 0.106
H -3.3838 11.7194 5.9597 0.097
C 1.9168 2.3802 -12.7414 -0.093
N -6.0213 -8.3495 6.3389 0.160
H 5.2385 0.2718 -10.9806 0.108
H 1.1308 1.6250 -12.7323 0.072
H 4.5309 8.5821 -2.1322 0.076
```

Its spin multiplicity is 1. The value obtained for the total energy is -2940.19412 hartree. As for the orbital gap: 8.7 eV. The value obtained for the HOMO energy is -0.30623 Eh. The charge is 0. As for the energy relative to the best compared isomer or geometry (same formula, charge and spin): 160.05 kcal/mol. Its SMILES is CCN(CC)CC.CCN(CC)CC.CCN(CC)CC.CCN(CC)CC.O=C1CCCO1.CC(N)=O.CC(N)=O.CC(N)=O.CC(N)=O.CC(N)=O.CC(N)=O.CC(N)=O.

Question: What is the energy relative to the best compared isomer or geometry (same formula, charge and spin) in the third record?
Answer: 28.31 kcal/mol